No. 1
Molecular formula: C28H39F6Ge2HgN2O5S4Si
Method: DFT, wB97M-V/def2-TZVPD

Cartesian coordinates (Å):
Hg1 -0.2229 -0.1157 0.0898
F1 3.5897 -3.6821 0.4650
C1 3.8044 -2.6315 -0.3274
F2 2.9364 -2.6697 -1.3399
F3 5.0423 -2.7478 -0.8394
S1 3.6286 -1.0683 0.6410
O1 2.2340 -1.0276 0.9677
O2 4.6009 -1.2019 1.6832
N1 4.1111 0.0514 -0.3508
S2 3.1993 0.8047 -1.3686
O3 3.1878 2.2205 -1.1413
O4 1.9692 0.1463 -1.7181
C2 4.2296 0.6203 -2.8942
F4 3.6302 1.2517 -3.9190
F5 4.3795 -0.6644 -3.2365
F6 5.4497 1.1550 -2.7463
S3 -0.0245 -4.0260 0.8594
C3 -0.6858 -3.1056 2.1115
N2 -0.7975 -1.8063 2.2040
C4 -1.4570 -1.4111 3.3437
C5 -1.7372 -0.0835 3.6589
C6 -2.4131 0.2015 4.8313
C7 -2.8242 -0.8217 5.6896
C8 -2.5626 -2.1467 5.3791
C9 -1.8799 -2.4403 4.2068
S4 -1.4065 -3.9581 3.5134
H1 -1.4080 0.6924 2.9807
H2 -2.6158 1.2335 5.0899
H3 -3.3536 -0.5801 6.6038
H4 -2.8900 -2.9396 6.0409
C10 -0.0136 -2.2212 -3.3983
C11 -1.1261 -2.7899 -2.5275
Ge1 -1.8243 -1.4789 -1.2415
C12 -3.2105 -2.2840 -0.0969
C13 -3.9811 -1.2436 0.7075
C14 -2.9004 -0.2698 -2.3873
C15 -2.8779 1.0679 -2.5074
Ge2 -1.4395 2.0154 -1.5282
C16 -0.0073 2.6650 -2.7221
C17 -0.2647 3.7517 -3.7636
C18 -2.1273 3.3585 -0.2529
C19 -2.5942 4.7343 -0.7239
C20 -3.8851 1.7962 -3.3390
C21 -3.6885 3.1395 -3.6523
C22 -4.5962 3.8578 -4.4185
C23 -5.7480 3.2493 -4.8873
C24 -5.9781 1.9155 -4.5679
C25 -5.0672 1.2071 -3.8056
H5 0.3385 -2.9417 -4.1427
H6 0.8428 -1.9305 -2.7878
H7 -0.3397 -1.3268 -3.9365
H8 -0.7767 -3.6539 -1.9616
H9 -1.9838 -3.1033 -3.1351
H10 -2.7393 -3.0196 0.5522
H11 -3.8816 -2.8303 -0.7708
H12 -3.3060 -0.6479 1.3255
H13 -4.7091 -1.7004 1.3839
H14 -4.5174 -0.5506 0.0541
H15 -3.6460 -0.8264 -2.9648
H16 0.3721 1.7628 -3.2084
H17 0.7969 2.9775 -2.0542
H18 -0.9647 3.4253 -4.5362
H19 0.6664 4.0280 -4.2666
H20 -0.6706 4.6630 -3.3186
H21 -1.3132 3.4621 0.4669
H22 -2.9268 2.8492 0.2941
H23 -1.8378 5.2332 -1.3335
H24 -2.7948 5.3885 0.1305
H25 -3.5113 4.6838 -1.3155
H26 -2.8006 3.6413 -3.2869
H27 -4.3960 4.8990 -4.6413
H28 -6.4637 3.8042 -5.4809
H29 -6.8822 1.4241 -4.9070
H30 -5.2896 0.1790 -3.5535
C26 2.8268 1.8185 2.6844
Si1 1.1119 2.4729 2.3046
C27 1.3715 4.1644 1.4966
C28 0.2847 2.8198 3.9702
O5 0.2023 1.5432 1.3598
H31 3.3348 2.4950 3.3790
H32 3.4365 1.7454 1.7838
H33 2.7892 0.8312 3.1429
H34 2.1065 4.7437 2.0624
H35 0.4483 4.7483 1.4469
H36 1.7512 4.0396 0.4805
H37 0.8582 3.5556 4.5408
H38 0.2072 1.9139 4.5692
H39 -0.7254 3.2136 3.8279

Output
LUMO energy (alpha / beta) ... 4.06 / 4.03 eV
Charge ... -2
Highest occupied orbital energy (alpha / beta) ... -1.35 / -2.13 eV
HOMO-LUMO gap (alpha / beta) ... 5.409 / 6.162 eV
Multiplicity ... 2

---

No. 2
Molecular formula: C28H39FeN3PS2
Method: DFT, wB97M-V/def2-TZVPD

Cartesian coordinates (Å):
Fe1 0.4798 -0.9215 -0.4582
C1 -2.2071 0.5761 -2.4863
C2 -2.8613 -0.5221 -1.6469
C3 -4.3472 -0.2427 -1.4483
P1 -1.8837 -0.7489 -0.1051
C4 -2.8148 -1.9501 0.9154
C5 -2.0745 -2.1530 2.2384
C6 -2.9244 -3.2695 0.1456
C7 -1.9535 0.8245 0.7746
C8 -3.0924 1.3689 1.3606
C9 -3.0856 2.5886 2.0221
C10 -4.3256 3.1599 2.6583
C11 -1.8628 3.2573 2.0812
C12 -0.7061 2.7425 1.5270
C13 -0.7065 1.4993 0.8535
N1 0.4312 0.9448 0.3080
C14 1.6226 1.7067 0.4400
C15 2.4840 1.4995 1.5191
C16 2.1466 0.4760 2.5696
C17 3.6312 2.2862 1.6316
C18 3.9354 3.2793 0.7105
C19 5.1677 4.1347 0.8646
C20 3.0633 3.4678 -0.3563
C21 1.9185 2.6942 -0.5091
C22 0.9929 2.9110 -1.6742
H1 -2.7084 0.6631 -3.4538
H2 -1.1552 0.3642 -2.6781
H3 -2.2776 1.5412 -1.9759
H4 -2.7280 -1.4697 -2.1782
H5 -4.5004 0.7361 -0.9878
H6 -4.8375 -0.9940 -0.8255
H7 -4.8576 -0.2343 -2.4163
H8 -3.8116 -1.5458 1.1196
H9 -1.0727 -2.5509 2.0578
H10 -2.6175 -2.8628 2.8682
H11 -1.9739 -1.2155 2.7892
H12 -1.9423 -3.5882 -0.2177
H13 -3.5898 -3.1921 -0.7164
H14 -3.3091 -4.0571 0.7985
H15 -4.0245 0.8122 1.3101
H16 -5.2068 2.5792 2.3813
H17 -4.4992 4.1920 2.3450
H18 -4.2640 3.1602 3.7499
H19 -1.8102 4.2155 2.5913
H20 0.2225 3.2922 1.6184
H21 2.0560 -0.5264 2.1472
H22 1.1885 0.7076 3.0417
H23 2.9163 0.4486 3.3421
H24 4.2991 2.1193 2.4718
H25 5.8818 3.6756 1.5489
H26 4.9200 5.1232 1.2599
H27 5.6688 4.2835 -0.0935
H28 3.2833 4.2318 -1.0973
H29 1.4206 3.6216 -2.3821
H30 0.0237 3.2923 -1.3413
H31 0.7963 1.9739 -2.1970
S1 0.3905 -2.0620 -2.5349
C23 0.8154 -3.6871 -1.9874
C24 0.6517 -4.7437 -2.8915
C25 0.9598 -6.0518 -2.5578
C26 1.4512 -6.3363 -1.2887
C27 1.6224 -5.3043 -0.3810
C28 1.3121 -3.9764 -0.6991
S2 1.5819 -2.7330 0.5278
H32 0.2726 -4.5124 -3.8802
H33 0.8182 -6.8436 -3.2843
H34 1.6960 -7.3537 -1.0071
H35 2.0059 -5.5133 0.6109
N2 4.6946 0.3841 -1.4589
N3 3.5439 -0.1409 -2.1400
H36 4.6047 0.2444 -0.4555
H37 4.6874 1.3852 -1.6033
H38 2.7105 -0.0168 -1.5638
H39 3.6630 -1.1441 -2.2208

Output
LUMO energy (alpha / beta) ... 2.67 / 2.66 eV
Charge ... -1
Highest occupied orbital energy (alpha / beta) ... -3.76 / -4.18 eV
HOMO-LUMO gap (alpha / beta) ... 6.429 / 6.849 eV
Multiplicity ... 5

---

No. 3
Molecular formula: C28H39N2O4
Method: DFT, wB97M-V/def2-TZVPD

Cartesian coordinates (Å):
C1 9.3060 -0.7276 0.3443
C2 9.2152 0.5422 -0.4941
C3 7.8889 1.2840 -0.3261
C4 6.6910 0.5138 -0.8778
C5 5.4080 1.3391 -0.8132
C6 4.2065 0.5718 -1.3606
C7 2.9349 1.4175 -1.3390
C8 1.7274 0.6996 -1.9449
C9 1.1547 -0.4089 -1.0579
C10 0.3200 0.1365 0.0966
O1 -0.8285 0.8581 -0.3861
C11 -1.8754 0.1655 -0.7535
O2 -2.0166 -1.0285 -0.7142
C12 -2.9839 1.1028 -1.2770
N1 -4.2023 0.3569 -1.4314
C13 -4.7471 -0.4558 -0.5197
C14 -4.3201 -0.6347 0.8978
O3 -3.5339 0.4497 1.2994
C15 -2.7636 0.3111 2.4439
C16 -1.8516 1.3369 2.6788
C17 -1.0458 1.2764 3.7969
C18 -1.1275 0.2172 4.6857
C19 -2.0434 -0.8022 4.4528
O4 -2.2311 -1.8838 5.2415
C20 -1.4694 -2.0053 6.4240
C21 -2.8645 -0.7497 3.3203
N2 -5.7812 -1.1201 -1.0492
C22 -6.5916 -2.0925 -0.3643
C23 -5.9192 -0.7320 -2.3677
C24 -6.8163 -1.1016 -3.3619
C25 -6.6657 -0.5036 -4.5962
C26 -5.6588 0.4330 -4.8401
C27 -4.7640 0.8081 -3.8588
C28 -4.9049 0.2100 -2.6131
H1 10.2975 -1.1654 0.2567
H2 8.5809 -1.4675 0.0155
H3 9.1223 -0.5049 1.3933
H4 9.3566 0.2919 -1.5479
H5 10.0260 1.2139 -0.2035
H6 7.9575 2.2428 -0.8462
H7 7.7262 1.4953 0.7335
H8 6.8890 0.2380 -1.9163
H9 6.5505 -0.4071 -0.3094
H10 5.2142 1.6256 0.2234
H11 5.5415 2.2579 -1.3890
H12 4.0661 -0.3350 -0.7688
H13 4.4155 0.2662 -2.3882
H14 2.7164 1.7194 -0.3129
H15 3.1171 2.3283 -1.9131
H16 2.0257 0.2652 -2.9007
H17 0.9386 1.4290 -2.1449
H18 1.9600 -1.0100 -0.6380
H19 0.5237 -1.0707 -1.6549
H20 0.8746 0.8677 0.6842
H21 -0.0232 -0.6763 0.7431
H22 -2.6833 1.4996 -2.2479
H23 -3.1069 1.9287 -0.5734
H24 -3.7499 -1.5777 0.9628
H25 -5.2141 -0.7261 1.5355
H26 -1.7913 2.1610 1.9877
H27 -0.3379 2.0687 3.9840
H28 -0.4840 0.2003 5.5491
H29 -1.6500 -1.1668 7.1023
H30 -1.8045 -2.9280 6.8937
H31 -0.4004 -2.0777 6.2050
H32 -3.5661 -1.5571 3.1904
H33 -7.2957 -2.5264 -1.0692
H34 -5.9676 -2.8875 0.0450
H35 -7.1519 -1.6252 0.4475
H36 -7.6001 -1.8200 -3.1874
H37 -7.3424 -0.7640 -5.3941
H38 -5.5809 0.8741 -5.8208
H39 -3.9959 1.5364 -4.0611

Output
LUMO energy ... -2.81 eV
Charge ... +1
SMILES ... CCCCCCCCCCOC(=O)Cn1c(COc2cccc(OC)c2)[n+](C)c2ccccc21
Highest occupied orbital energy ... -10.95 eV
HOMO-LUMO gap ... 8.143 eV

---

No. 4
Molecular formula: C28H39N4O6SSiTl
Method: DFT, wB97M-V/def2-TZVPD

Cartesian coordinates (Å):
Tl1 0.2765 -0.1308 -0.3150
C1 -1.4185 5.0988 4.3493
C2 -1.0034 4.1300 3.2793
C3 -0.5080 4.5948 2.0508
C4 -0.2767 3.7360 1.0071
C5 0.4330 4.1755 -0.2539
N1 -0.3748 5.0599 -1.0539
C6 -1.7480 4.6493 -1.2745
C7 -1.9259 3.3941 -2.1496
C8 -3.3206 2.7717 -1.9861
N2 -3.2790 1.4563 -1.3922
C9 -4.0597 0.4780 -1.7725
C10 -3.9803 -0.8610 -1.3773
C11 -4.8950 -1.7964 -1.9057
C12 -4.7505 -3.1416 -1.6987
C13 -5.7495 -4.1438 -2.1899
C14 -3.5983 -3.5937 -1.0310
C15 -2.6610 -2.7399 -0.5002
C16 -1.4751 -3.2817 0.1198
N3 -0.4007 -2.6434 0.3343
C17 0.6567 -3.2814 1.0570
C18 0.6673 -2.7690 2.5013
C19 1.1423 -1.3246 2.6681
N4 0.2790 -0.3391 2.0634
C20 -0.2370 0.5685 2.8167
C21 -0.7176 1.8544 2.4605
C22 -1.0003 2.7699 3.4928
C23 -0.6250 2.3626 1.1285
O1 1.7997 1.6698 0.8503
C24 -2.8961 -1.3081 -0.5187
O2 -2.2268 -0.5053 0.1514
H1 -1.1898 6.1181 4.0509
H2 -0.9148 4.8800 5.2915
H3 -2.4944 5.0326 4.5206
H4 -0.2992 5.6479 1.9195
H5 1.3370 4.7290 0.0457
H6 0.0930 5.2168 -1.9407
H7 -2.2634 5.5095 -1.7204
H8 -2.1799 4.4692 -0.2859
H9 -1.1635 2.6783 -1.8411
H10 -1.7463 3.6497 -3.1979
H11 -3.8203 2.6922 -2.9567
H12 -3.9272 3.4244 -1.3461
H13 -2.5506 1.2713 -0.6798
H14 -4.8165 0.7255 -2.5145
H15 -5.7248 -1.4197 -2.4891
H16 -6.6222 -3.6478 -2.6061
H17 -6.0695 -4.7843 -1.3687
H18 -5.3085 -4.7786 -2.9576
H19 -3.4325 -4.6605 -0.9580
H20 -1.5446 -4.3485 0.3928
H21 1.6022 -3.0398 0.5651
H22 0.5220 -4.3757 1.0823
H23 1.3321 -3.4070 3.0854
H24 -0.3441 -2.8629 2.9034
H25 2.1349 -1.2047 2.2160
H26 1.2390 -1.1282 3.7477
H27 -0.1545 0.4155 3.9039
H28 -1.1840 2.3747 4.4842
O3 3.2677 3.0448 -0.5082
S1 2.1317 2.1765 -0.4736
O4 0.8862 3.0629 -1.0319
O5 2.1750 1.0677 -1.4272
O6 -0.8820 1.6677 0.0872
C25 -1.1428 -0.2390 -5.2390
Si1 0.3783 -0.1415 -4.0570
C26 1.1425 1.5841 -4.2345
C27 1.6009 -1.5269 -4.5329
C28 -0.4532 -0.6132 -2.4030
H29 -0.8378 -0.1678 -6.2769
H30 -1.8409 0.5713 -5.0535
H31 -1.6868 -1.1710 -5.1241
H32 1.7731 1.6506 -5.1172
H33 1.7521 1.7880 -3.3597
H34 0.3900 2.3649 -4.3006
H35 1.8592 -1.4788 -5.5866
H36 1.1886 -2.5139 -4.3417
H37 2.5184 -1.4370 -3.9614
H38 -0.6407 -1.6807 -2.3487
H39 -1.4042 -0.0994 -2.3334

Output
LUMO energy ... -0.55 eV
Charge ... 0
Highest occupied orbital energy ... -7.41 eV
HOMO-LUMO gap ... 6.864 eV

---

no.,energy (eV),molecular weight (g/mol)
1,-227620.7243,1099.78
2,-99490.2479,568.59
3,-40834.1550,467.63
4,-71320.0287,792.18